(1)
C14H40N2O8 | the ωB97M-V functional and the def2-TZVPD basis

The geometry in ORCA input format:
```
! RIJCOSX wB97M-V def2-TZVPD def2/J DEFGRID3
* xyz 0 1
C 0.40 2.57 -22.05
O 1.67 2.64 -21.47
C 1.75 2.02 -20.28
C 1.67 0.52 -20.38
C 1.75 -0.15 -19.02
N 2.76 0.02 -21.27
H 0.05 1.54 -22.16
H 0.52 2.97 -23.05
H -0.34 3.14 -21.49
H 2.70 2.30 -19.83
H 0.94 2.38 -19.63
H 0.69 0.28 -20.83
H 0.97 0.21 -18.33
H 2.64 0.13 -18.47
H 1.66 -1.23 -19.09
H 2.42 -0.86 -21.71
H 2.82 0.64 -22.10
C 0.90 -1.71 -15.15
O 2.05 -1.36 -15.91
C 3.22 -1.72 -15.32
C 4.32 -0.95 -15.98
C 4.63 -1.41 -17.40
N 5.54 -1.11 -15.11
H 0.80 -1.05 -14.26
H 0.94 -2.74 -14.74
H 0.04 -1.60 -15.79
H 3.18 -1.43 -14.27
H 3.32 -2.79 -15.45
H 4.01 0.10 -16.09
H 3.68 -1.64 -17.86
H 5.27 -2.30 -17.43
H 5.20 -0.63 -17.91
H 5.49 -0.41 -14.35
H 6.31 -0.73 -15.68
O 6.35 1.26 -12.84
C 6.85 2.29 -13.72
C 5.79 2.69 -14.69
O 6.11 4.01 -15.19
H 6.63 1.47 -11.95
H 7.21 3.17 -13.15
H 7.77 1.95 -14.23
H 4.78 2.63 -14.23
H 5.73 1.96 -15.53
H 5.68 4.16 -16.03
O 4.69 -5.62 -18.72
C 3.61 -4.62 -18.76
C 2.22 -5.18 -19.04
O 1.33 -4.12 -19.23
H 4.85 -5.95 -19.60
H 3.64 -3.99 -17.88
H 3.85 -3.88 -19.57
H 1.94 -5.83 -18.18
H 2.18 -5.82 -19.92
H 1.68 -3.32 -18.80
O 5.51 -6.64 -16.18
C 6.37 -5.68 -15.57
C 5.67 -4.82 -14.51
O 6.49 -3.72 -14.06
H 5.12 -6.27 -17.02
H 7.18 -6.21 -15.06
H 6.83 -5.00 -16.30
H 5.38 -5.43 -13.65
H 4.74 -4.43 -14.96
H 6.23 -2.91 -14.58
*
```

F_max: 2.54 eV Å⁻¹
HOMO: -9.10 eV
LUMO level: 0.3 eV
ΔE to the lowest compared entry with this formula, charge and spin: 1.124 eV
DFT total energy: -1268.7204 Ha
structure (SMILES): COC[C@H](C)N.COC[C@H](C)N.OCCO.OCCO.OCCO
orbital gap: 9.443 eV

(2)
H3NO3S | the ωB97M-V functional and the def2-TZVPD basis

The geometry in ORCA input format:
```
! RIJCOSX wB97M-V def2-TZVPD def2/J DEFGRID3
* xyz 0 1
N -1.33 -1.91 0.91
O 0.84 1.43 -0.45
O 2.13 0.95 -0.18
O -1.12 -0.18 -0.81
S -1.97 -0.71 0.21
H 2.65 1.63 0.19
H -1.97 -2.47 1.47
H 0.77 1.25 -1.33
*
```

F_max: 4.21 eV Å⁻¹
HOMO: -10.02 eV
LUMO level: -0.5 eV
ΔE to the lowest compared entry with this formula, charge and spin: 4.131 eV
DFT total energy: -680.3064 Ha
orbital gap: 9.517 eV

(3)
C2H3NOS | the ωB97M-V functional and the def2-TZVPD basis

The geometry in ORCA input format:
```
! RIJCOSX wB97M-V def2-TZVPD def2/J DEFGRID3
* xyz 0 1
C 0.13 1.29 0.05
C 1.01 -0.83 0.04
H 0.17 1.90 1.03
H -0.19 2.01 -0.64
H 1.91 -1.37 0.17
N -0.14 -1.29 0.02
O 1.39 0.48 -0.12
S -1.18 0.00 -0.02
*
```

F_max: 3.30 eV Å⁻¹
HOMO: -8.49 eV
LUMO level: 0.8 eV
ΔE to the lowest compared entry with this formula, charge and spin: 1.431 eV
DFT total energy: -606.1348 Ha
orbital gap: 9.298 eV

(4)
C37H85N2O8S | the ωB97M-V functional and the def2-TZVPD basis

The geometry in ORCA input format:
```
! RIJCOSX wB97M-V def2-TZVPD def2/J DEFGRID3
* xyz 1 1
C -1.93 -1.24 0.39
C -0.45 -0.92 0.11
C -0.25 0.37 -0.70
C 1.08 0.45 -1.45
N 2.21 1.26 -0.80
S 3.75 0.61 -1.48
C 2.15 1.16 0.70
C 3.31 1.84 1.46
C 2.72 2.49 2.73
C 1.77 1.69 3.61
C 1.23 2.51 4.80
N 0.51 3.73 4.46
C 4.50 0.94 1.80
C 4.17 -0.41 2.47
C 4.76 -0.53 3.88
C 4.18 -1.69 4.71
O 3.58 -2.70 3.90
O 3.87 2.88 0.65
C 2.95 3.58 -0.14
C 2.22 2.74 -1.20
C 0.87 3.36 -1.53
C -0.13 3.51 -0.41
O -1.31 3.60 -0.62
H -2.20 -0.95 1.40
H -2.08 -2.32 0.27
H -2.58 -0.75 -0.34
H -0.02 -1.76 -0.44
H 0.09 -0.87 1.06
H -0.45 1.23 -0.07
H -1.03 0.40 -1.48
H 1.49 -0.55 -1.58
H 0.96 0.86 -2.45
H 3.71 -0.51 -0.74
H 1.21 1.63 0.98
H 2.06 0.10 0.96
H 2.21 3.40 2.41
H 3.58 2.81 3.33
H 0.90 1.32 3.05
H 2.28 0.82 4.04
H 0.56 1.87 5.38
H 2.06 2.77 5.45
H 0.01 3.66 3.58
H 1.12 4.54 4.41
H 5.15 1.53 2.44
H 5.08 0.77 0.89
H 4.56 -1.23 1.87
H 3.10 -0.58 2.55
H 5.85 -0.63 3.81
H 4.57 0.40 4.42
H 3.46 -1.32 5.44
H 4.98 -2.18 5.28
H 2.63 -2.70 4.04
H 3.51 4.34 -0.69
H 2.23 4.12 0.49
H 2.81 2.78 -2.13
H 1.11 4.37 -1.88
H 0.35 2.88 -2.35
H 0.24 3.53 0.63
C -3.75 -6.71 -2.29
C -3.68 -5.38 -1.56
O -2.40 -5.08 -1.03
C -1.35 -4.97 -1.96
C -1.56 -3.88 -3.00
H -3.44 -7.52 -1.65
H -4.78 -6.90 -2.61
H -3.13 -6.72 -3.19
H -4.34 -5.41 -0.69
H -4.04 -4.57 -2.20
H -1.16 -5.93 -2.45
H -0.46 -4.74 -1.37
H -2.43 -4.07 -3.63
H -0.69 -3.81 -3.66
H -1.70 -2.92 -2.50
C 4.36 7.70 -4.74
C 3.39 6.57 -4.44
O 2.90 6.56 -3.10
C 2.19 7.72 -2.70
C 0.95 8.01 -3.52
H 5.20 7.67 -4.06
H 4.73 7.60 -5.76
H 3.88 8.68 -4.66
H 3.90 5.61 -4.55
H 2.56 6.57 -5.15
H 2.85 8.59 -2.69
H 1.91 7.53 -1.66
H 1.18 8.23 -4.56
H 0.43 8.87 -3.11
H 0.26 7.16 -3.50
C 3.06 -4.85 -3.54
C 2.00 -5.76 -4.13
O 1.29 -5.19 -5.21
C 2.06 -4.85 -6.35
C 2.78 -6.02 -7.00
H 2.61 -3.91 -3.22
H 3.52 -5.33 -2.67
H 3.86 -4.63 -4.25
H 1.24 -5.97 -3.38
H 2.44 -6.73 -4.41
H 2.77 -4.05 -6.11
H 1.34 -4.43 -7.06
H 3.53 -6.45 -6.33
H 3.30 -5.68 -7.90
H 2.08 -6.80 -7.27
C -2.29 4.67 2.62
C -2.64 3.19 2.60
O -3.05 2.66 3.85
C -4.20 3.25 4.43
C -5.45 3.14 3.58
H -1.52 4.86 3.37
H -1.92 4.97 1.64
H -3.14 5.30 2.86
H -1.76 2.60 2.33
H -3.39 2.99 1.83
H -4.00 4.30 4.69
H -4.34 2.71 5.36
H -5.37 3.68 2.64
H -6.30 3.55 4.12
H -5.67 2.09 3.35
C -7.79 -5.71 3.08
C -7.40 -4.66 2.06
O -6.70 -3.55 2.60
C -5.47 -3.84 3.23
C -4.44 -4.48 2.32
H -8.39 -5.27 3.87
H -8.37 -6.50 2.59
H -6.92 -6.19 3.53
H -8.30 -4.22 1.62
H -6.83 -5.11 1.23
H -5.63 -4.46 4.12
H -5.11 -2.88 3.58
H -4.76 -5.46 1.96
H -3.50 -4.62 2.86
H -4.26 -3.85 1.45
*
```

F_max: 0.65 eV Å⁻¹
HOMO: -10.95 eV
LUMO level: -3.2 eV
ΔE to the lowest compared entry with this formula, charge and spin: 0.062 eV
DFT total energy: -2569.9841 Ha
orbital gap: 7.732 eV

(5)
C12H27As3BF2RuS3 | the ωB97M-V functional and the def2-TZVPD basis

The geometry in ORCA input format:
```
! RIJCOSX wB97M-V def2-TZVPD def2/J DEFGRID3
* xyz 1 1
Ru -0.98 1.75 1.62
C -3.01 -1.33 1.42
As -2.09 0.04 0.41
C -3.51 0.75 -0.67
C -0.97 -0.79 -0.94
C 0.33 -1.49 -0.52
C 0.05 -2.53 0.57
C 1.39 -0.51 -0.03
As 1.05 0.56 1.55
C 1.42 -0.56 3.08
C 2.57 1.73 1.52
C 0.88 -2.25 -1.74
As 1.46 -1.44 -3.47
C 3.25 -0.85 -2.92
C 0.66 0.35 -3.58
H -2.39 -1.71 2.22
H -3.29 -2.14 0.75
H -3.91 -0.87 1.84
H -4.02 -0.07 -1.19
H -3.10 1.43 -1.41
H -4.23 1.27 -0.05
H -0.76 0.04 -1.61
H -1.61 -1.50 -1.48
H -0.30 -2.07 1.50
H 0.96 -3.09 0.81
H -0.70 -3.25 0.25
H 1.64 0.21 -0.81
H 2.31 -1.06 0.20
H 2.26 -1.22 2.87
H 0.55 -1.15 3.36
H 1.68 0.09 3.92
H 3.48 1.13 1.48
H 2.58 2.35 2.41
H 2.51 2.38 0.64
H 0.15 -3.02 -2.02
H 1.78 -2.80 -1.42
H 3.84 -1.71 -2.61
H 3.23 -0.12 -2.11
H 3.74 -0.39 -3.78
H -0.40 0.28 -3.85
H 1.18 0.84 -4.41
H 0.77 0.97 -2.70
S -0.06 3.60 3.39
C -0.95 2.32 3.59
S -1.89 1.06 3.86
S -0.46 2.87 -0.37
F -2.49 4.77 -0.67
B -1.95 3.77 -0.01
F -2.65 3.37 1.12
*
```

F_max: 1.04 eV Å⁻¹
HOMO: -11.15 eV
LUMO level: -3.7 eV
ΔE to the lowest compared entry with this formula, charge and spin: 0.087 eV
DFT total energy: -8694.7383 Ha
orbital gap: 7.442 eV

(6)
C49H51BiFN5O2S | the ωB97M-V functional and the def2-TZVPD basis

The geometry in ORCA input format:
```
! RIJCOSX wB97M-V def2-TZVPD def2/J DEFGRID3
* xyz 0 1
Bi 0.57 -0.68 -0.58
C 3.92 -2.48 -0.73
O 2.67 -2.45 -0.09
C 2.12 -3.61 0.36
C 2.88 -4.76 0.54
C 2.33 -5.92 1.05
C 0.98 -5.96 1.36
C 0.21 -4.83 1.20
C 0.75 -3.63 0.72
N -0.03 -2.47 0.71
N -1.13 -2.56 1.39
C -1.92 -1.56 1.77
C -1.54 -0.18 1.81
O -0.48 0.29 1.29
C -2.36 0.74 2.54
C -3.52 0.35 3.12
C -3.96 -1.01 3.05
C -5.17 -1.40 3.64
C -5.59 -2.71 3.58
C -4.82 -3.65 2.90
C -3.64 -3.28 2.30
C -3.17 -1.96 2.38
H 3.92 -3.18 -1.57
H 4.72 -2.74 -0.03
H 4.09 -1.47 -1.09
H 3.93 -4.73 0.30
H 2.95 -6.78 1.20
H 0.53 -6.86 1.74
H -0.84 -4.84 1.45
H -2.00 1.75 2.58
H -4.13 1.06 3.65
H -5.77 -0.66 4.15
H -6.52 -3.00 4.04
H -5.17 -4.67 2.84
H -3.06 -4.00 1.75
C 1.03 5.54 0.91
C 0.30 4.20 0.74
C -1.21 4.43 0.73
C 0.72 3.23 1.82
C 0.40 3.51 3.14
C 0.83 2.68 4.16
C 1.60 1.58 3.85
C 1.92 1.25 2.55
C 2.75 0.01 2.29
C 4.20 0.19 2.76
C 2.15 -1.20 3.01
C 1.45 2.07 1.50
N 1.66 1.80 0.15
C 2.83 2.11 -0.40
C 3.92 2.66 0.33
C 5.11 3.01 -0.26
C 5.30 2.85 -1.63
C 4.25 2.35 -2.39
C 3.07 2.00 -1.79
F 2.02 1.60 -2.61
H 0.76 6.22 0.10
H 2.11 5.39 0.88
H 0.77 6.01 1.85
H 0.60 3.77 -0.22
H -1.51 5.00 1.61
H -1.74 3.48 0.73
H -1.50 5.02 -0.15
H -0.19 4.38 3.38
H 0.57 2.90 5.19
H 1.95 0.95 4.66
H 2.75 -0.19 1.22
H 4.22 0.47 3.81
H 4.71 0.96 2.18
H 4.75 -0.74 2.64
H 2.25 -1.11 4.09
H 2.67 -2.12 2.71
H 1.10 -1.31 2.76
H 3.76 2.82 1.39
H 5.90 3.42 0.34
H 6.23 3.13 -2.10
H 4.34 2.26 -3.46
S 1.05 -2.15 -2.82
C -0.35 -2.41 -3.81
C -0.17 -2.65 -5.18
C -1.28 -2.80 -5.98
C -2.54 -2.72 -5.40
C -2.62 -2.52 -4.04
N -1.56 -2.36 -3.26
H 0.83 -2.71 -5.57
H -1.17 -2.99 -7.04
H -3.44 -2.82 -6.00
H -3.57 -2.47 -3.52
C -0.50 0.71 -3.87
N -0.66 2.06 -3.31
C -1.75 2.75 -4.02
C -0.88 2.08 -1.82
C -1.94 1.10 -1.42
C -3.28 1.50 -1.41
C -4.27 0.58 -1.15
C -3.94 -0.74 -0.92
C -2.61 -1.13 -0.92
C -1.59 -0.22 -1.14
H -0.46 0.76 -4.96
H -1.35 0.09 -3.59
H 0.41 0.24 -3.50
H 0.23 2.55 -3.47
H -2.66 2.17 -3.88
H -1.53 2.82 -5.08
H -1.90 3.75 -3.61
H -1.18 3.10 -1.57
H 0.06 1.86 -1.31
H -3.53 2.54 -1.59
H -5.31 0.89 -1.14
H -4.72 -1.47 -0.73
H -2.37 -2.17 -0.78
*
```

F_max: 1.61 eV Å⁻¹
HOMO: -6.20 eV
LUMO level: -0.8 eV
ΔE to the lowest compared entry with this formula, charge and spin: 0.577 eV
DFT total energy: -3034.6434 Ha
orbital gap: 5.369 eV

(7)
H8O14S2V | the ωB97M-V functional and the def2-TZVPD basis

The geometry in ORCA input format:
```
! RIJCOSX wB97M-V def2-TZVPD def2/J DEFGRID3
* xyz -3 1
O 5.63 -3.81 -25.39
V 6.02 -5.03 -24.37
O 4.82 -5.51 -23.48
S 9.64 -6.60 -24.30
O 10.81 -6.24 -23.42
O 10.01 -7.73 -25.08
O 8.44 -6.87 -23.50
O 9.23 -5.53 -25.21
S 8.43 -2.14 -22.25
O 9.72 -2.60 -21.71
O 7.47 -3.19 -22.19
O 8.03 -0.89 -21.57
O 8.55 -1.92 -23.68
O 0.85 -4.15 -23.43
H 0.51 -5.02 -23.24
H 1.37 -3.93 -22.66
O 5.52 -7.36 -26.80
H 4.77 -7.75 -27.25
H 6.23 -7.98 -26.94
O 3.72 -2.40 -21.21
H 3.35 -2.91 -20.49
H 4.66 -2.60 -21.19
O 5.47 0.06 -27.97
H 5.33 -0.04 -28.91
H 5.03 -0.69 -27.58
*
```

F_max: 6.54 eV Å⁻¹
HOMO: 2.09 eV
LUMO level: 5.7 eV
DFT total energy: -2798.3108 Ha
orbital gap: 3.654 eV